(1)
{"formula": "C18H50N13O8", "method": "the ωB97M-V functional and the def2-TZVPD basis", "e_tot_ha": -2029.772112, "orbital_gap_ev": 5.588, "fmax_ev_per_a": 2.560, "charge": -1, "homo_energy_ev": -3.80, "spin_multiplicity": 1, "elements": ["C", "C", "C", "O", "H", "H", "H", "H", "H", "H", "H", "C", "C", "C", "C", "C", "C", "N", "O", "C", "C", "C", "H", "H", "H", "H", "H", "H", "H", "H", "H", "H", "H", "H", "H", "H", "H", "H", "H", "H", "H", "C", "O", "N", "N", "H", "H", "H", "H", "C", "O", "N", "N", "H", "H", "H", "H", "C", "O", "N", "N", "H", "H", "H", "H", "C", "O", "N", "N", "H", "H", "H", "H", "C", "O", "N", "N", "H", "H", "H", "H", "C", "O", "N", "N", "H", "H", "H", "H"], "coordinates": [[-32.82005, -7.38044, -29.96318], [-32.45255, -7.18879, -28.50013], [-31.84537, -8.48439, -27.93802], [-31.55858, -6.13479, -28.33715], [-33.52294, -8.23146, -30.05786], [-32.03672, -7.80613, -30.60408], [-33.21197, -6.50006, -30.47070], [-33.38589, -7.01408, -27.92830], [-31.17281, -8.90368, -28.69038], [-32.56418, -9.23606, -27.58197], [-31.27809, -8.32681, -27.02073], [-32.69541, -7.17610, -35.60406], [-34.23684, -7.18447, -35.49286], [-34.58529, -8.32896, -34.50748], [-34.45834, -7.93040, -33.01186], [-35.30860, -6.65238, -32.88825], [-34.72665, -5.50011, -33.70737], [-34.81530, -5.88366, -35.13116], [-34.30498, -4.86151, -35.96356], [-35.64131, -4.26945, -33.51491], [-33.33702, -5.08478, -33.21451], [-34.86589, -7.57960, -36.83226], [-32.26220, -7.15174, -34.60078], [-32.20977, -6.31853, -36.06512], [-32.32758, -8.14994, -35.93202], [-35.56818, -8.76449, -34.68534], [-33.81783, -9.09628, -34.62504], [-33.41313, -7.73990, -32.77077], [-34.77494, -8.62949, -32.23716], [-35.40855, -6.36817, -31.83595], [-36.33629, -6.87246, -33.19267], [-36.66795, -4.38891, -33.85242], [-35.55174, -3.86485, -32.50377], [-35.16521, -3.44625, -34.05982], [-32.95222, -4.24347, -33.78278], [-33.44889, -4.89951, -32.13979], [-32.60344, -5.88170, -33.11270], [-34.62088, -6.82256, -37.58621], [-35.95821, -7.52949, -36.81739], [-34.59475, -8.53099, -37.29155], [-35.09376, -4.48882, -36.36808], [-35.12913, -12.51569, -28.34304], [-34.19017, -13.29883, -28.26915], [-34.95057, -11.22814, -28.79666], [-36.41462, -12.83503, -28.02937], [-34.06919, -10.83379, -29.06393], [-35.75741, -10.68311, -28.54428], [-37.17694, -12.18631, -28.03481], [-36.57002, -13.77406, -27.71284], [-28.24851, -7.49781, -30.00759], [-27.34092, -7.92688, -30.73197], [-28.32620, -7.75431, -28.66402], [-29.31439, -6.81098, -30.45795], [-27.63244, -8.33297, -28.23176], [-29.18314, -7.58570, -28.15833], [-30.00080, -6.41244, -29.82806], [-29.38156, -6.69686, -31.45214], [-30.63381, -9.49399, -24.02856], [-29.94943, -9.29904, -25.03203], [-32.00493, -9.45892, -24.06108], [-30.09148, -9.86786, -22.83181], [-32.42025, -9.50055, -23.15016], [-32.37600, -8.92893, -24.83572], [-29.10636, -9.90041, -22.66396], [-30.71404, -9.95962, -22.05167], [-29.78234, -5.35333, -25.03269], [-29.98744, -4.21858, -25.43344], [-29.06643, -5.65670, -23.88685], [-30.10791, -6.50021, -25.72294], [-28.76003, -6.57188, -23.63297], [-28.80020, -4.90689, -23.27333], [-29.95850, -7.34221, -25.19509], [-30.51792, -6.54244, -26.65941], [-35.47073, -8.85412, -25.31282], [-35.50449, -7.61911, -25.24260], [-34.75136, -9.57975, -26.20354], [-36.19624, -9.54896, -24.39937], [-34.32082, -9.01946, -26.92256], [-34.85513, -10.57449, -26.21811], [-36.06427, -10.54008, -24.28641], [-36.79055, -9.03648, -23.78018], [-35.77106, -4.64746, -28.60092], [-34.79675, -4.21382, -28.00361], [-35.98388, -5.96458, -28.79073], [-36.72967, -3.83024, -29.16410], [-35.32082, -6.64993, -28.47082], [-36.73125, -6.30350, -29.36582], [-37.34397, -4.28811, -29.81134], [-36.51849, -2.85906, -29.28855]], "forces_ev_per_a": [[-0.51, -1.44, -0.65], [1.73, 1.32, 0.31], [-0.07, -0.34, 0.19], [-0.09, -1.33, -0.25], [-0.64, 0.33, 0.08], [0.65, 0.53, 0.40], [-0.13, 0.10, 0.32], [-0.42, 0.18, 0.10], [0.02, -0.28, 0.14], [-0.11, -0.31, -0.64], [0.14, 0.35, -0.18], [0.47, -0.15, 1.27], [0.49, -0.80, -0.75], [0.58, -0.18, 1.64], [-0.66, 1.18, -0.67], [0.51, -0.47, 0.70], [-0.66, 0.49, 0.08], [-0.82, -0.77, 0.87], [0.43, 0.01, -0.08], [1.27, 0.77, -0.20], [-0.18, -0.68, 1.07], [-0.33, 0.94, -1.17], [-0.23, 0.07, 0.15], [-0.39, -0.16, -0.66], [-0.09, 0.23, -0.76], [-0.06, 0.13, -0.17], [-0.28, -0.24, -0.61], [-0.01, 0.18, 0.00], [-0.21, -0.51, -0.54], [0.31, 0.30, -0.02], [0.03, 0.03, -0.35], [-0.04, -0.20, 0.12], [-0.44, -0.56, 0.26], [-0.34, -0.06, -0.42], [0.12, 0.06, 0.19], [-0.08, 0.90, -0.17], [0.04, -0.08, -0.80], [0.28, -0.03, 0.05], [-0.01, -0.19, 0.50], [0.33, -0.16, 0.54], [0.00, -0.04, -0.01], [2.32, 0.16, -0.80], [-0.84, -0.11, 0.14], [-1.86, -0.68, 0.53], [-0.25, -0.38, 0.34], [0.17, -0.06, 0.23], [0.56, 0.99, -0.51], [-0.03, 0.03, -0.10], [-0.04, 0.04, 0.05], [0.19, -1.01, 0.10], [-0.30, 0.37, 0.41], [0.22, 0.07, 0.21], [-0.01, 0.31, -0.62], [0.07, -0.02, -0.16], [0.06, 0.17, -0.08], [-0.53, 0.10, 0.30], [-0.01, 0.17, 0.07], [0.68, -0.39, -1.42], [-0.22, -0.06, 0.90], [1.05, -0.22, 0.29], [-0.66, -0.03, 0.48], [-0.80, 0.42, -0.27], [-0.39, 0.03, 0.27], [0.10, 0.06, -0.32], [0.25, -0.03, 0.25], [0.03, -0.63, -2.04], [0.15, -0.26, 0.89], [0.02, 0.82, 0.91], [0.31, 0.41, 1.11], [-0.06, -0.26, -0.23], [-0.09, 0.04, -0.21], [-0.06, -0.26, -0.60], [-0.45, 0.90, -0.12], [-0.40, 2.36, 0.90], [0.35, -1.21, -0.84], [-0.35, 0.69, 0.42], [-0.12, -1.46, 0.08], [0.26, -0.42, -0.15], [0.33, -0.09, -0.47], [-0.24, 0.10, 0.15], [0.10, 0.10, 0.11], [1.80, 1.17, 0.59], [-0.94, -0.11, -0.31], [-0.61, -1.25, -0.30], [-0.52, -0.50, 0.04], [0.28, 0.35, 0.18], [-0.06, 0.04, -0.01], [-0.17, 0.43, -0.24], [0.16, -0.02, -0.01]], "mulliken_charge": [-0.9383, 1.6294, -0.6493, -1.0396, 0.0162, 0.6340, 0.0259, -0.6931, 0.3083, 0.2012, -0.5111, -1.6269, 1.8458, -1.6202, 0.0921, -0.8730, 1.7188, 0.1371, -0.4926, -2.1351, -1.5775, -2.0312, 0.3399, 0.3253, 0.4751, 0.4009, 0.4792, -0.1019, 0.4035, -0.1081, 0.4593, 0.4067, 0.3876, 0.4896, 0.4037, 0.5037, 0.2201, 0.4027, 0.4852, 0.3391, 0.3558, 0.6056, -0.6476, -0.2990, -0.3723, 0.1314, 0.2115, 0.1738, 0.2195, 0.4925, -0.7384, -0.3323, -0.2422, 0.1656, 0.4224, 0.2360, 0.1465, 0.6112, -0.6503, -0.2747, -0.4236, 0.1680, 0.2116, 0.2300, 0.1261, 0.4410, -0.6641, -0.3468, 0.0190, 0.1336, 0.2095, 0.0281, -0.0741, 0.5866, -0.6486, -0.0433, -0.4414, 0.0429, 0.1096, 0.1564, 0.2322, 0.6128, -0.5721, -0.1601, -0.4886, 0.0280, 0.1615, 0.1843, 0.2339]}


(2)
{"formula": "C44H44Cl3GeN3OsTe", "method": "the ωB97M-V functional and the def2-TZVPD basis", "e_tot_ha": -5683.301103, "orbital_gap_ev": [7.325, 5.741], "fmax_ev_per_a": 2.273, "charge": 1, "homo_energy_ev": [-9.90, -11.11], "spin_multiplicity": 6, "s2": 8.788, "elements": ["Os", "C", "C", "C", "C", "C", "C", "C", "N", "C", "N", "C", "C", "C", "C", "C", "C", "C", "N", "C", "C", "C", "C", "C", "C", "C", "H", "H", "H", "H", "H", "H", "H", "H", "H", "H", "H", "H", "H", "H", "H", "H", "H", "H", "H", "H", "H", "H", "C", "C", "C", "C", "C", "C", "C", "C", "C", "C", "H", "H", "H", "H", "H", "H", "H", "H", "H", "H", "H", "H", "Te", "C", "C", "C", "C", "C", "C", "C", "C", "C", "C", "C", "C", "H", "H", "H", "H", "H", "H", "H", "H", "H", "H", "Cl", "Ge", "Cl", "Cl"], "coordinates": [[1.12441, 0.47631, 0.56992], [-3.66122, -1.23451, 2.52590], [-3.46168, -2.67371, 2.92092], [-4.25274, -3.23831, 3.91818], [-4.13023, -4.57256, 4.26975], [-3.20631, -5.37791, 3.61964], [-2.39638, -4.83713, 2.63740], [-2.51234, -3.49339, 2.29712], [-1.66274, -2.97030, 1.27543], [-0.75962, -1.97636, 1.44872], [-0.53345, -1.62708, 2.73362], [0.17916, -0.57997, 3.31555], [0.77703, 0.46317, 2.58127], [1.41975, 1.49239, 3.30441], [1.46394, 1.48504, 4.67655], [0.89302, 0.42220, 5.37383], [0.25447, -0.61535, 4.71731], [-0.33947, -1.75690, 5.50208], [-0.12502, -1.44479, 0.43964], [-0.44848, -1.90429, -0.87043], [-1.51805, -1.33321, -1.55945], [-1.88054, -1.80973, -2.80772], [-1.17212, -2.85464, -3.37981], [-0.09612, -3.40986, -2.70243], [0.28398, -2.95504, -1.44291], [1.41013, -3.60556, -0.69108], [-4.70684, -0.95586, 2.64529], [-3.38258, -1.06765, 1.48519], [-3.06769, -0.55721, 3.14572], [-4.98459, -2.61579, 4.41835], [-4.76258, -4.98506, 5.04428], [-3.11276, -6.42245, 3.88349], [-1.66800, -5.45424, 2.12566], [-1.72478, -3.36988, 0.35091], [-0.97805, -2.23642, 3.40552], [1.89445, 2.30863, 2.77646], [1.94898, 2.29126, 5.20938], [0.96656, 0.39998, 6.45377], [-0.10412, -1.63185, 6.55604], [0.06778, -2.72042, 5.18489], [-1.43015, -1.79015, 5.41254], [-2.07578, -0.53109, -1.09170], [-2.72066, -1.37124, -3.33005], [-1.44825, -3.22941, -4.35645], [0.45048, -4.23126, -3.15097], [1.94084, -4.31783, -1.31982], [1.03703, -4.13464, 0.18952], [2.13401, -2.87116, -0.34132], [-1.32818, 3.10167, 2.21932], [-1.04518, 2.91594, 0.71441], [-2.06612, 1.89384, 0.18591], [0.37123, 2.45427, 0.49524], [-1.21405, 4.23648, -0.05125], [-1.10178, 4.22730, -1.44217], [-1.36310, 5.36372, -2.18828], [-1.69996, 6.55105, -1.55418], [-1.75271, 6.58933, -0.17146], [-1.51244, 5.44209, 0.57479], [-1.30625, 2.13720, 2.72264], [-2.32193, 3.53081, 2.35883], [-0.58798, 3.74872, 2.68949], [-1.96016, 0.95385, 0.73816], [-1.91689, 1.70117, -0.87720], [-3.08019, 2.26951, 0.32658], [1.13020, 3.21537, 0.68941], [-0.81286, 3.31174, -1.94694], [-1.31288, 5.31779, -3.26897], [-1.90046, 7.44099, -2.13555], [-1.99252, 7.51216, 0.34059], [-1.57211, 5.50665, 1.65150], [1.64512, 1.49136, -1.96327], [0.94322, 0.99496, -3.94423], [0.82721, -0.30168, -4.41189], [0.64806, -0.52251, -5.76899], [0.56039, 0.54971, -6.64577], [0.61811, 1.84721, -6.15991], [0.81788, 2.07515, -4.80590], [3.56529, 0.70629, -2.51752], [4.63159, 1.59423, -2.55027], [5.85277, 1.17563, -3.05705], [5.99556, -0.11001, -3.55740], [4.93160, -0.99697, -3.49607], [3.72097, -0.60084, -2.95022], [0.87535, -1.14170, -3.73879], [0.59314, -1.53789, -6.14055], [0.45575, 0.37407, -7.70806], [0.52573, 2.68797, -6.83429], [0.89962, 3.08682, -4.42686], [4.51322, 2.60386, -2.17906], [6.68842, 1.86273, -3.07027], [6.93428, -0.42408, -3.99362], [5.04425, -2.01090, -3.85795], [2.92077, -1.32269, -2.85984], [4.20652, 1.50135, 1.04997], [3.39379, -0.58893, 1.04297], [4.94228, -1.71658, 0.00820], [3.67273, -1.27294, 3.09563]], "forces_ev_per_a": [[-1.80, -1.29, 0.53], [0.02, -0.04, 0.00], [0.02, 0.06, -0.12], [0.05, -0.03, 0.03], [0.02, 0.04, 0.00], [-0.04, -0.07, 0.04], [0.08, 0.02, -0.01], [-0.16, -0.04, 0.19], [-0.04, -0.02, -0.03], [-0.05, -0.33, -0.07], [0.00, -0.07, 0.23], [-0.10, 0.07, -0.05], [0.57, 0.14, -0.90], [0.02, 0.25, 0.34], [0.04, 0.05, -0.15], [0.05, 0.00, -0.09], [-0.04, -0.02, 0.06], [0.04, 0.13, -0.03], [0.55, 1.04, 0.01], [-0.14, -0.19, -0.38], [0.05, -0.03, 0.12], [-0.09, 0.02, -0.08], [0.05, 0.00, 0.02], [-0.08, -0.05, -0.06], [0.02, 0.07, 0.16], [-0.01, 0.02, 0.00], [0.01, 0.01, 0.01], [-0.01, 0.03, 0.00], [0.01, 0.01, -0.01], [-0.02, 0.00, -0.03], [0.00, -0.01, 0.00], [0.00, 0.00, -0.02], [0.03, 0.03, 0.01], [0.00, 0.07, -0.03], [-0.07, -0.04, -0.08], [-0.02, -0.05, -0.06], [0.04, -0.03, 0.01], [-0.07, -0.04, 0.01], [-0.04, -0.05, 0.02], [-0.02, -0.02, 0.01], [0.00, -0.05, 0.00], [0.02, -0.02, -0.02], [0.01, 0.02, 0.01], [-0.02, -0.02, 0.01], [0.03, 0.02, 0.02], [-0.04, -0.03, 0.01], [0.05, -0.02, 0.01], [0.05, 0.04, 0.02], [0.06, -0.01, -0.16], [-0.13, -0.03, -0.03], [0.16, 0.09, 0.05], [0.17, 0.03, 0.45], [-0.04, -0.07, -0.01], [-0.08, 0.06, 0.08], [0.07, -0.09, -0.07], [0.05, 0.06, 0.02], [0.01, 0.03, -0.01], [-0.03, -0.05, -0.04], [0.04, -0.06, 0.03], [0.01, 0.03, 0.02], [-0.03, 0.02, 0.05], [-0.03, -0.01, -0.02], [-0.04, -0.03, -0.01], [-0.02, -0.03, 0.00], [0.01, -0.04, 0.01], [-0.12, 0.00, -0.05], [0.04, 0.03, 0.00], [-0.02, 0.00, 0.01], [0.00, 0.01, -0.03], [-0.03, -0.03, 0.01], [0.94, -0.01, -1.04], [-0.22, 0.03, 0.45], [-0.06, -0.10, 0.07], [0.00, 0.02, -0.01], [0.00, 0.01, 0.01], [0.00, 0.01, -0.06], [0.03, 0.13, 0.20], [-0.12, 0.18, 0.18], [-0.08, 0.03, 0.06], [0.06, 0.02, -0.02], [-0.04, 0.00, -0.01], [0.03, -0.08, 0.02], [-0.06, -0.03, 0.01], [0.06, -0.07, 0.09], [-0.03, 0.01, 0.00], [-0.07, 0.00, 0.01], [0.02, 0.00, 0.00], [0.00, 0.01, -0.06], [0.03, 0.02, -0.03], [-0.01, 0.01, -0.03], [0.02, 0.00, 0.05], [0.02, 0.00, 0.02], [-0.08, 0.01, -0.05], [0.05, -0.14, 0.04], [0.87, 0.31, 0.23], [-0.39, 0.13, 0.10], [-0.05, -0.03, -0.18]], "lowdin_spin": [2.8264, 0.0001, 0.0010, 0.0000, 0.0007, 0.0001, 0.0009, 0.0017, 0.0146, 0.0254, 0.0391, 0.0933, 0.0959, 0.0898, 0.0045, 0.0916, -0.0057, -0.0045, 0.1586, 0.0161, 0.0119, -0.0013, 0.0109, -0.0009, 0.0114, 0.0039, 0.0000, 0.0000, 0.0000, 0.0000, 0.0000, 0.0000, 0.0001, 0.0005, 0.0005, 0.0091, -0.0011, 0.0051, 0.0000, -0.0011, -0.0014, 0.0004, -0.0002, 0.0006, -0.0002, 0.0000, 0.0007, 0.0046, 0.0472, 0.1033, 0.0174, 0.7746, 0.0195, 0.0113, 0.0013, 0.0033, 0.0021, 0.0035, 0.0017, 0.0075, 0.0013, 0.0039, 0.0013, 0.0004, 0.0422, 0.0034, 0.0000, 0.0002, 0.0001, 0.0001, 0.0608, 0.0324, 0.0033, 0.0019, -0.0014, 0.0012, 0.0012, 0.0404, 0.0033, 0.0020, -0.0002, 0.0017, 0.0045, 0.0003, 0.0003, -0.0001, 0.0003, -0.0001, 0.0002, 0.0003, 0.0000, 0.0003, 0.0002, 0.0773, 0.1282, 0.0538, 0.0390]}